Here is an isolated molecule of C22H26N4O2 from the Open Molecules 2025 dataset. Energies are from the ωB97M-V functional and the def2-TZVPD basis.

Structure (XYZ):
```
54
Properties=species:S:1:pos:R:3:lowdin_charge:R:1
O -0.01447 0.71800 -2.43613 0.044
C 0.89154 0.10859 -1.90126 -0.497
N 0.81021 -1.17050 -1.49804 0.077
H 1.60973 -1.58430 -1.02190 0.105
C -0.42646 -1.90842 -1.47958 -0.153
H -1.15189 -1.34908 -2.07524 0.125
H -0.27089 -2.89225 -1.93345 0.127
C -0.94250 -2.07956 -0.04020 -0.125
C -2.17308 -2.93224 -0.02765 -0.216
C -3.44251 -2.37471 -0.12350 -0.015
C -4.54801 -3.20812 -0.14757 -0.057
C -4.34134 -4.57745 -0.08000 -0.162
N -3.14028 -5.12234 0.01047 0.056
C -2.09161 -4.32042 0.03503 -0.110
H -1.13047 -4.81357 0.11452 0.116
H -5.16997 -5.27333 -0.09635 0.100
H -5.54660 -2.80455 -0.21724 0.099
H -3.55550 -1.30108 -0.17032 0.087
H -1.16269 -1.09336 0.37537 0.113
H -0.15619 -2.54648 0.55765 0.120
C 2.25259 0.73735 -1.62462 -0.017
H 2.21774 1.77368 -1.95934 0.116
H 3.00879 0.21207 -2.21196 0.132
C 2.60094 0.67273 -0.10494 -0.213
N 3.06240 1.90552 0.49430 -0.135
C 4.39303 2.25108 0.04912 -0.170
H 4.48492 2.26517 -1.04947 0.130
H 4.65419 3.24123 0.42664 0.126
C 5.34918 1.21810 0.63926 -0.153
N 4.87685 -0.11237 0.33299 0.099
C 3.60806 -0.45254 0.06904 -0.438
O 3.28354 -1.61879 -0.10281 0.042
H 5.52128 -0.88091 0.46187 0.155
H 6.35385 1.34176 0.22566 0.121
H 5.39725 1.35302 1.72697 0.123
C 2.09839 3.00021 0.44861 -0.183
C 0.77036 2.55162 0.97225 -0.080
C -0.31916 2.46827 0.21287 -0.055
C -1.63406 1.99236 0.61790 -0.222
C -2.01332 1.83095 1.95096 -0.034
C -3.27722 1.37403 2.27273 -0.081
C -4.18902 1.07490 1.27344 -0.098
C -3.82440 1.22855 -0.05516 -0.105
C -2.55979 1.68102 -0.38036 -0.037
H -2.26576 1.77877 -1.41497 0.109
H -4.53225 1.00129 -0.84016 0.107
H -5.17786 0.72333 1.52973 0.103
H -3.55721 1.25550 3.30962 0.103
H -1.32002 2.07748 2.74102 0.105
H -0.24827 2.73848 -0.83303 0.113
H 0.76577 2.25586 2.01182 0.112
H 2.49908 3.79278 1.09060 0.125
H 1.97719 3.41374 -0.56552 0.122
H 1.69595 0.37895 0.44029 0.150
```

Computed properties:
HOMO level (eV): -8.62
SMILES string: O=C(C[C@H]1C(=O)NCCN1C/C=C/c1ccccc1)NCCc1cccnc1
Largest force on an atom (eV Å⁻¹): 0.60
HOMO-LUMO gap (eV): 9.207
ΔE to the lowest compared entry with this formula, charge and spin (kJ/mol): 73.19